Density functional theory data (ωB97M-V with the def2-TZVPD basis set) for C26H72Cd2N4O13 as an isolated structure at a distorted geometry.

Calculated values
Kohn-Sham gap (spin up / spin down), eV: 6.2967 / 5.9932
HOMO level (spin up / spin down), hartree: -0.366 / -0.377

ORCA input file:
```
! RIJCOSX wB97M-V def2-TZVPD def2/J DEFGRID3
* xyz 1 2
Cd 7.891 -18.818 17.355
Cd 10.232 -20.274 18.789
C 10.084 -16.805 19.073
O 9.689 -18.093 18.696
H 11.172 -16.763 19.014
H 9.704 -15.945 18.522
H 9.848 -16.718 20.133
C 9.821 -20.322 15.316
O 9.476 -20.294 16.730
H 9.397 -21.172 14.781
H 9.281 -19.523 14.808
H 10.894 -20.401 15.140
C 6.676 -18.682 12.564
O 6.522 -17.538 13.493
C 5.204 -17.119 13.883
C 5.350 -15.610 14.232
N 6.085 -15.498 15.525
C 6.236 -14.104 15.962
C 7.533 -14.048 16.910
O 8.545 -14.380 15.946
C 9.806 -13.818 16.321
H 6.292 -18.343 11.602
H 6.066 -19.535 12.862
H 7.698 -19.060 12.598
H 4.784 -17.635 14.747
H 4.536 -17.272 13.036
H 4.394 -15.110 14.388
H 5.819 -15.092 13.395
H 7.047 -15.691 15.288
H 5.356 -13.771 16.513
H 6.517 -13.605 15.035
H 7.510 -14.704 17.780
H 7.466 -13.098 17.440
H 10.164 -14.143 17.298
H 9.815 -12.729 16.350
H 10.595 -14.269 15.718
C 6.190 -22.764 10.896
O 6.024 -22.992 12.369
C 7.280 -22.722 13.096
C 6.888 -22.794 14.619
N 5.774 -21.881 14.848
C 5.099 -22.153 16.142
C 4.505 -23.636 16.199
O 3.615 -23.712 15.112
C 3.331 -25.051 14.620
H 6.650 -23.550 10.297
H 6.819 -21.929 10.586
H 5.254 -22.526 10.391
H 7.587 -21.719 12.796
H 8.037 -23.473 12.868
H 7.746 -22.432 15.185
H 6.764 -23.845 14.881
H 5.187 -22.375 14.192
H 4.241 -21.485 16.212
H 5.746 -21.961 16.999
H 4.018 -23.698 17.172
H 5.270 -24.403 16.079
H 3.642 -25.935 15.177
H 4.021 -24.976 13.780
H 2.262 -25.055 14.404
C 9.681 -24.744 21.202
O 10.479 -24.611 19.988
C 11.866 -24.574 20.215
C 12.737 -24.792 18.883
N 12.334 -26.068 18.231
C 13.047 -26.320 17.071
C 12.585 -25.511 15.788
O 12.538 -24.120 16.032
C 13.016 -23.197 15.058
H 8.611 -24.577 21.075
H 10.031 -24.062 21.977
H 9.845 -25.766 21.541
H 12.126 -25.403 20.873
H 12.216 -23.717 20.789
H 13.805 -24.653 19.051
H 12.370 -23.959 18.285
H 11.393 -25.914 17.897
H 12.995 -27.409 17.081
H 14.120 -26.155 17.175
H 11.541 -25.698 15.538
H 13.211 -25.670 14.910
H 12.630 -22.253 15.445
H 12.761 -23.281 14.002
H 14.098 -23.238 15.185
C 9.555 -16.299 9.274
O 9.826 -16.385 10.680
C 9.990 -15.069 11.296
C 9.611 -15.024 12.796
N 9.609 -16.297 13.474
C 10.835 -17.188 13.473
C 12.043 -16.678 14.213
O 12.668 -15.542 13.686
C 13.391 -14.766 14.659
H 9.368 -17.300 8.885
H 10.360 -15.746 8.789
H 8.701 -15.651 9.074
H 9.338 -14.347 10.806
H 11.040 -14.835 11.118
H 8.540 -14.831 12.855
H 10.191 -14.322 13.396
H 8.924 -16.831 12.957
H 11.251 -17.208 12.465
H 10.539 -18.147 13.896
H 12.828 -17.434 14.168
H 11.808 -16.616 15.275
H 14.045 -15.447 15.204
H 12.863 -14.397 15.539
H 13.818 -13.847 14.259
O 6.621 -19.485 15.600
H 6.256 -20.363 15.488
H 6.565 -19.089 14.731
O 9.921 -23.605 16.380
H 9.886 -22.668 16.188
H 10.819 -23.757 16.673
O 8.515 -17.234 16.038
H 8.870 -17.213 15.150
H 8.684 -16.358 16.385
*
```